A cluster of 2 separate species, CH6N2O in total at a distorted geometry. Source: the Open Molecules 2025 dataset; level of theory: wB97M-V/def2-TZVPD.

Structure (XYZ):
```
10
Properties=species:S:1:pos:R:3:forces:R:3
H 0.63232 -2.24099 2.32065 0.318 -0.207 -0.510
N 0.37741 -1.47254 1.71018 0.143 0.359 0.797
C 1.31135 -0.89752 1.07200 -1.086 0.037 -0.499
N 1.05028 0.31325 0.46515 1.292 -0.807 0.069
H 2.30280 -1.26473 0.80150 0.179 -0.190 0.539
H 0.11439 0.64342 0.58846 -0.312 0.176 -0.389
H 1.57777 0.41635 -0.39007 -0.527 0.638 -0.003
O -2.60445 1.46793 -2.51310 0.448 -0.332 -1.149
H -1.67844 1.28237 -2.30729 -0.515 0.184 0.352
H -3.08341 1.75246 -1.74748 0.060 0.143 0.794
```
Positions in Å, forces in eV/Å.

Properties
ΔE to the lowest compared entry with this formula, charge and spin in kJ/mol: 92.6
Net charge: 0
Spin multiplicity: 1
SMILES: [H]/N=C/N.O
Frontier orbital gap in eV: 10.18

Need the Mulliken charges? In units of e they are: number 1, H, carries 0.23; number 2, N, carries -0.65; number 3, C, carries 0.10; number 4, N, carries -0.47; number 5, H, carries 0.31; number 6, H, carries 0.25; number 7, H, carries 0.23; number 8, O, carries -0.64; number 9, H, carries 0.32; number 10, H, carries 0.32